No. 1
Below is a cluster of 2 separate species, CH6O6P in total at a distorted geometry, with properties calculated with wB97M-V/def2-TZVPD.

The calculation puts the highest occupied orbital energy at -15.8 eV. As for the total charge: +1. The calculation puts the HOMO-LUMO gap at 12.29 eV. The value obtained for the energy above the lowest of the compared OMol25 structures with the same formula, charge and spin is 20.0 kcal/mol.

Each line ends with the Mulliken charge.
Positions of all 14 atoms, in Å:
C 1.877 0.264 -0.352  0.2164
O 1.180 0.609 0.612  -0.6855
O 3.174 0.142 -0.177  -0.4439
O -1.307 0.370 1.381  -0.4043
O -2.719 -0.805 -0.231  -0.4635
O -1.126 0.939 -1.111  -0.4069
O -0.305 -1.261 -0.447  -0.3269
P -1.316 -0.178 -0.044  1.0349
H 1.498 -0.053 -1.295  0.4245
H -0.437 -1.998 0.106  0.3166
H 3.607 0.334 0.691  0.4058
H -0.468 0.691 1.777  0.4684
H -3.506 -0.306 0.294  0.4297
H -0.153 1.252 -1.203  0.4348

Atomic forces in eV per Å
1.3 0.7 4.9
0.1 0.1 -1.9
0.7 -0.4 -1.4
0.2 -0.1 1.3
-2.5 1.8 1.8
2.0 0.5 -0.2
0.1 0.4 -0.7
-0.7 1.6 -1.2
0.2 -0.1 -1.0
0.2 -2.4 1.1
-1.3 0.1 -0.6
-0.3 -0.1 -0.5
2.5 -1.7 -1.8
-2.4 -0.4 0.3

***

No. 2
Below is a structure of composition CH6P2 at a distorted geometry, with properties calculated with wB97M-V/def2-TZVPD.

The calculation puts the highest occupied orbital energy at -9.0 eV. As for the total charge: 0. The calculation puts the HOMO-LUMO gap at 9.71 eV. The value obtained for the energy above the lowest of the compared OMol25 structures with the same formula, charge and spin is 46.8 kcal/mol.

Each line ends with the Mulliken charge.
Positions of all 9 atoms, in Å:
C 0.311 1.304 -0.704  -0.6325
P 0.388 -0.479 -1.431  -0.0948
P -1.067 1.018 0.537  -0.0478
H 0.105 1.955 -1.507  0.3232
H 1.692 1.324 -0.326  0.2915
H 1.201 -0.159 -2.528  0.0423
H 1.481 -1.123 -0.704  0.0429
H -1.918 1.788 -0.227  0.0385
H -0.567 1.974 1.322  0.0367

Atomic forces in eV per Å
4.7 -3.6 1.5
0.2 0.1 -0.3
1.0 -1.1 -0.8
0.0 0.9 -0.6
-4.7 0.7 -0.7
0.3 -0.1 -0.3
-0.7 0.7 -0.2
-0.7 0.6 -0.1
0.0 1.7 1.5

***

No. 3
Below is a cluster of 2 separate species, CH6S2 in total at a distorted geometry, with properties calculated with wB97M-V/def2-TZVPD.

The calculation puts the highest occupied orbital energy at -9.3 eV. As for the total charge: 0. The calculation puts the HOMO-LUMO gap at 9.65 eV. The value obtained for the energy above the lowest of the compared OMol25 structures with the same formula, charge and spin is 2.7 kcal/mol.

Each line ends with the Mulliken charge.
Positions of all 9 atoms, in Å:
C -1.670 1.277 0.955  -0.9619
H -2.244 1.095 0.047  0.2493
H -2.298 1.920 1.574  0.2756
H -1.588 0.295 1.414  0.2207
H -0.738 1.783 0.740  0.2177
S 1.835 -1.629 -2.215  -0.1724
S 1.732 -1.755 -0.162  -0.1712
H 2.207 -0.352 -2.345  0.1637
H 2.765 -2.633 -0.006  0.1783

Atomic forces in eV per Å
-1.1 -0.1 -0.1
0.2 0.2 -0.3
0.2 -0.1 0.1
0.5 0.1 0.3
0.2 -0.2 0.0
-0.3 -0.2 -0.2
0.4 -0.4 0.1
0.2 0.1 0.2
-0.3 0.5 0.0

***

No. 4
Below is a cluster of 2 separate species, CH6S2 in total at a distorted geometry, with properties calculated with wB97M-V/def2-TZVPD.

The calculation puts the highest occupied orbital energy at -9.1 eV. As for the total charge: 0. The calculation puts the HOMO-LUMO gap at 9.90 eV. The value obtained for the energy above the lowest of the compared OMol25 structures with the same formula, charge and spin is 14.5 kcal/mol.

Each line ends with the Mulliken charge.
Positions of all 9 atoms, in Å:
S -0.427 -2.462 -2.059  -0.2550
H -0.186 -1.938 -0.887  0.0942
H -1.179 -1.457 -2.670  0.1557
C 0.259 0.507 1.170  -0.8300
S -0.374 1.752 -0.036  -0.1954
H 0.067 0.943 2.116  0.3474
H -0.222 -0.455 1.127  0.2407
H 1.308 0.513 1.204  0.3180
H 0.753 2.597 0.035  0.1243

Atomic forces in eV per Å
-0.7 -0.2 -1.7
-0.1 0.8 0.6
0.8 -0.7 1.1
-0.8 1.4 0.1
1.4 0.3 0.0
-0.7 0.1 1.1
0.0 -0.2 -0.4
1.5 -0.7 -0.8
-1.3 -1.0 -0.1

***

No. 5
Below is a cluster of 2 separate species, CH6S2Si in total at a distorted geometry, with properties calculated with wB97M-V/def2-TZVPD.

The calculation puts the highest occupied orbital energy at -9.0 eV. As for the total charge: 0. The calculation puts the HOMO-LUMO gap at 6.47 eV. The value obtained for the energy above the lowest of the compared OMol25 structures with the same formula, charge and spin is 64.2 kcal/mol.

Each line ends with the Mulliken charge.
Positions of all 10 atoms, in Å:
C 0.203 0.919 -0.324  -0.6921
Si -0.622 -0.692 0.043  0.5446
S 3.120 -0.086 0.066  -0.3226
S -2.693 -0.027 0.336  -0.3338
H 0.461 1.219 -1.324  0.3585
H 0.342 1.676 0.428  0.3731
H -0.241 -1.327 1.292  -0.0628
H -0.664 -1.578 -1.109  -0.0973
H 3.365 0.967 0.840  0.0963
H -3.271 -1.070 -0.248  0.1362

Atomic forces in eV per Å
2.3 -0.9 0.3
-1.0 0.2 0.2
-2.1 0.3 -0.5
0.4 0.3 0.1
-0.1 0.1 -0.3
-0.1 0.2 0.2
0.4 -0.1 0.2
0.3 -0.2 -0.2
0.0 0.3 0.2
0.0 -0.3 -0.2

***

No. 6
Below is a cluster of 2 separate species, CH6S3 in total at a distorted geometry, with properties calculated with wB97M-V/def2-TZVPD.

The calculation puts the highest occupied orbital energy at -8.9 eV. As for the total charge: 0. The calculation puts the HOMO-LUMO gap at 9.27 eV. The value obtained for the energy above the lowest of the compared OMol25 structures with the same formula, charge and spin is 12.4 kcal/mol.

Each line ends with the Mulliken charge.
Positions of all 10 atoms, in Å:
S -1.382 -3.212 1.122  -0.2496
H -0.228 -2.945 0.589  0.1198
H -2.119 -3.032 0.078  0.1297
C 0.165 2.067 0.364  -0.7062
S 1.761 1.212 -0.270  -0.0605
S 0.938 0.240 -1.954  -0.1940
H -0.735 1.688 -0.129  0.2947
H 0.025 1.859 1.513  0.2514
H 0.399 3.114 0.163  0.2711
H 1.177 -0.993 -1.477  0.1438

Atomic forces in eV per Å
-0.3 -0.6 2.1
0.8 0.3 -0.8
-0.5 0.3 -1.3
1.1 -0.8 1.9
-1.9 0.1 -0.3
0.7 0.1 0.7
0.5 0.1 -0.2
0.5 0.5 -2.2
-0.6 -0.1 0.2
-0.2 0.0 -0.1

***

No. 7
Below is a cluster of 2 separate species, CH6S3 in total at a distorted geometry, with properties calculated with wB97M-V/def2-TZVPD.

The calculation puts the highest occupied orbital energy at -8.9 eV. As for the total charge: 0. The calculation puts the HOMO-LUMO gap at 9.33 eV. The value obtained for the energy above the lowest of the compared OMol25 structures with the same formula, charge and spin is 7.3 kcal/mol.

Each line ends with the Mulliken charge.
Positions of all 10 atoms, in Å:
S 2.116 0.343 6.601  -0.2831
H 1.678 1.185 5.656  0.1415
H 3.019 -0.062 5.698  0.1416
C -0.682 -0.264 -1.740  -0.8343
S -2.228 0.227 -2.513  -0.0513
S -1.589 0.423 -4.507  -0.2049
H 0.204 0.198 -2.180  0.3195
H -0.650 0.176 -0.740  0.2893
H -0.554 -1.338 -1.772  0.3181
H -1.315 -0.889 -4.503  0.1636

Atomic forces in eV per Å
0.1 0.1 -0.5
-0.3 0.1 0.2
0.2 -0.3 0.2
0.6 0.7 0.3
0.2 0.5 -0.5
-0.2 -0.4 0.9
-0.3 0.0 -0.5
-0.4 -0.6 0.2
0.0 -0.2 0.3
0.1 0.0 -0.6

***

No. 8
Below is a cluster of 2 separate species, CH6S3 in total at a distorted geometry, with properties calculated with wB97M-V/def2-TZVPD.

The calculation puts the highest occupied orbital energy at -8.3 eV. As for the total charge: 0. The calculation puts the HOMO-LUMO gap at 8.72 eV. The value obtained for the energy above the lowest of the compared OMol25 structures with the same formula, charge and spin is 9.6 kcal/mol.

Each line ends with the Mulliken charge.
Positions of all 10 atoms, in Å:
S -2.989 -1.842 0.144  -0.2897
H -3.229 -1.225 1.306  0.1591
H -2.477 -0.734 -0.407  0.1130
C 1.253 -0.877 -0.706  -0.7501
S 1.947 0.408 0.389  -0.0129
S 0.644 1.991 -0.073  -0.1552
H 0.208 -1.115 -0.506  0.1712
H 1.914 -1.731 -0.667  0.3005
H 1.264 -0.364 -1.659  0.3479
H -0.350 1.214 -0.505  0.1163

Atomic forces in eV per Å
0.0 0.0 0.0
0.0 0.0 0.0
0.0 0.0 0.0
-0.1 1.3 -0.2
-0.4 -0.3 0.4
0.3 -0.1 -0.1
0.2 -0.2 0.5
0.0 -0.2 -0.1
0.2 -0.5 -0.6
-0.2 -0.1 0.1